(1)
A molecular structure, C30H36AsN4O8PbS3. Source: the Open Molecules 2025 dataset; level of theory: wB97M-V/def2-TZVPD.

As for the multiplicity: 1. Its charge is +1. The HOMO energy is -0.3775 hartree. For the frontier orbital gap, the calculation gives 0.146 Eh. As for the LUMO energy: -6.3 eV.

Geometry as XYZ:
```
83
Properties=species:S:1:pos:R:3:lowdin_charge:R:1
Pb -0.16700 0.23458 -0.21685 1.480
C -1.39011 -1.59849 2.60558 -0.117
N -0.94390 -0.22354 2.35492 -0.228
C 0.16124 0.13113 3.24822 -0.126
C 0.86616 1.43379 2.92142 -0.292
C 1.49303 2.16607 3.92175 -0.017
C 2.16595 3.32904 3.57703 -0.042
C 2.16721 3.74216 2.25285 -0.031
C 1.50826 2.95825 1.32021 -0.102
N 0.89767 1.82151 1.64939 0.013
C -2.06077 0.72430 2.42241 -0.122
C -3.06510 0.47827 1.31610 -0.278
C -4.40249 0.80576 1.47041 0.000
C -5.26713 0.63199 0.40052 -0.029
C -4.77859 0.10526 -0.78552 -0.025
C -3.43770 -0.22506 -0.85082 -0.097
N -2.60602 -0.03073 0.17080 0.004
C -0.82235 -2.65233 1.67588 -0.249
C -0.83636 -3.99144 2.05240 -0.014
C -0.49899 -4.95581 1.11705 -0.046
C -0.16633 -4.55722 -0.17014 -0.058
C -0.13148 -3.20067 -0.45305 -0.157
N -0.43310 -2.27490 0.45952 0.017
H -1.20980 -1.88638 3.64821 0.132
H -2.47266 -1.63770 2.46002 0.139
H -0.17922 0.17427 4.29299 0.133
H 0.90111 -0.67512 3.18114 0.134
H 1.44795 1.83347 4.95118 0.118
H 2.66810 3.91191 4.33787 0.115
H 2.65640 4.65775 1.95130 0.115
H 1.44737 3.24078 0.27387 0.111
H -2.56664 0.68786 3.39672 0.139
H -1.66602 1.73472 2.27996 0.132
H -4.75775 1.20940 2.40980 0.121
H -6.31142 0.89864 0.49374 0.116
H -5.41805 -0.04366 -1.64372 0.115
H -2.99913 -0.65305 -1.74603 0.113
H -1.14325 -4.27276 3.05192 0.119
H -0.52230 -6.00507 1.38199 0.115
H 0.04149 -5.28088 -0.94540 0.105
H 0.09666 -2.81921 -1.44658 0.084
O 0.93585 0.77860 -4.39510 -0.254
As -0.53107 -0.05805 -3.89324 0.836
O -0.83493 -1.13518 -5.07756 -0.475
O -0.34626 -0.76005 -2.39189 -0.624
C -2.04246 1.20318 -3.83363 -0.229
C -3.07853 0.84482 -4.69336 -0.087
C -4.25519 1.57830 -4.69782 -0.069
C -4.40779 2.66571 -3.84756 -0.068
C -3.38012 3.03138 -2.99424 -0.059
C -2.20303 2.29251 -2.98819 -0.265
S -0.98243 2.81682 -1.78450 0.431
O -0.87288 4.24339 -1.89012 -0.276
O -1.53782 2.35732 -0.48434 -0.422
O 0.24356 2.07129 -2.06054 -0.467
H 0.99027 0.63385 -5.35157 0.050
H -2.93068 -0.00779 -5.34484 0.097
H -5.05409 1.29853 -5.37288 0.107
H -5.33006 3.23252 -3.85102 0.108
H -3.46746 3.88744 -2.33757 0.120
C 4.22017 -4.02806 1.53692 0.007
O 3.88496 -4.65327 0.27757 -0.064
C 3.47025 -3.92521 -0.68467 -1.202
S 3.01282 -4.32605 -2.21571 0.967
S 3.17142 -2.28008 -0.92800 1.047
H 4.70587 -4.79767 2.12539 0.112
H 3.30938 -3.69793 2.03602 0.107
H 4.89402 -3.18700 1.37844 0.097
C 3.29652 1.99104 -2.09665 -0.046
C 3.31936 0.48982 -1.87335 -0.292
O 3.21550 0.10562 -0.48664 -0.387
C 4.33660 0.45541 0.31732 -0.268
C 4.12078 -0.09348 1.71458 -0.042
H 3.31817 2.17349 -3.16998 0.095
H 4.15456 2.48754 -1.64381 0.078
H 2.36482 2.40336 -1.71566 0.047
H 4.23237 0.04741 -2.29324 0.117
H 2.44408 0.05022 -2.36140 0.086
H 4.43762 1.54183 0.35792 0.121
H 5.25263 0.05187 -0.13357 0.127
H 3.38097 0.50147 2.24930 0.063
H 5.05438 -0.08318 2.27513 0.092
H 3.74775 -1.12134 1.65419 0.043
```

***

(2)
5 unconnected molecules or ions with the total composition C11H26O11. Source: the Open Molecules 2025 dataset; level of theory: wB97M-V/def2-TZVPD.

As for the multiplicity: 1. As for the structure (SMILES): COC(=O)OC.COC(=O)OC.COC(=O)OC.CO.CO. The HOMO energy is -0.3532 hartree. For the frontier orbital gap, the calculation gives 0.375 Eh. As for the LUMO energy: 0.6 eV.

Geometry as XYZ:
```
48
Properties=species:S:1:pos:R:3:nbo_charge:R:1
C -1.32803 4.91148 -3.85984 -0.259
O -1.70286 3.60792 -3.55928 -0.482
C -0.87493 2.93067 -2.78011 0.990
O 0.07864 3.30472 -2.18619 -0.632
O -1.31899 1.63129 -2.83906 -0.508
C -0.60615 0.67520 -2.11339 -0.259
H -0.24397 4.97949 -3.94731 0.194
H -1.65167 5.62464 -3.10870 0.187
H -1.74966 5.13983 -4.82913 0.196
H 0.43292 0.79692 -2.43764 0.178
H -0.92896 -0.31527 -2.38212 0.199
H -0.64496 0.80048 -1.03002 0.195
C -3.06677 0.24636 2.22901 -0.267
O -1.83507 0.48543 1.58137 -0.498
C -1.41269 1.74883 1.68943 0.989
O -1.95757 2.73035 2.00752 -0.604
O -0.09426 1.72812 1.26958 -0.535
C 0.59961 2.95912 1.30156 -0.267
H -2.84063 -0.22943 3.17826 0.186
H -3.61534 -0.44403 1.59974 0.194
H -3.65145 1.14037 2.38097 0.212
H 0.29790 3.52108 2.17447 0.193
H 0.34615 3.53553 0.41875 0.198
H 1.66950 2.80916 1.33698 0.201
C 3.30462 1.14918 -0.74145 -0.261
O 3.37352 0.90633 0.65371 -0.502
C 2.63164 -0.12130 1.11197 1.011
O 2.05506 -0.89056 0.44457 -0.646
O 2.78570 -0.09436 2.46474 -0.493
C 2.04665 -1.02269 3.18755 -0.263
H 2.27061 1.13618 -1.07521 0.198
H 3.89410 0.38511 -1.25507 0.188
H 3.74506 2.11959 -0.95167 0.201
H 2.30712 -0.94857 4.23947 0.201
H 2.16685 -2.04366 2.84028 0.193
H 0.98353 -0.77473 3.09801 0.182
C -0.38959 -6.77056 -0.58072 -0.249
O 0.40939 -6.09503 0.39693 -0.743
H -0.17184 -6.45913 -1.61407 0.160
H -0.25526 -7.84772 -0.51590 0.177
H -1.45989 -6.57377 -0.37202 0.153
H 0.42877 -5.15648 0.18149 0.494
C -1.05080 -2.55513 0.35649 -0.255
O 0.27931 -3.16141 0.46881 -0.774
H -1.52076 -2.46045 1.34225 0.165
H -0.90223 -1.53700 0.00164 0.178
H -1.74035 -3.05847 -0.33161 0.180
H 0.90802 -2.44361 0.55498 0.504
```

***

(3)
A molecular structure, C37H40AsN4O5OsSe. Source: the Open Molecules 2025 dataset; level of theory: wB97M-V/def2-TZVPD.

As for the multiplicity: 5. Its expectation value of S² is 6.020. Its charge is +3. The HOMO energy (spin up / spin down) is -0.6067 / -0.6066 hartree. For the frontier orbital gap (spin up / spin down), the calculation gives 0.278 / 0.200 Eh. As for the LUMO energy (spin up / spin down): -8.9 / -11.1 eV.

Geometry as XYZ:
```
89
Properties=species:S:1:pos:R:3:lowdin_charge:R:1
Os 0.53639 0.37019 -0.69773 1.537
C 3.53720 -1.64378 -1.04527 0.028
C 3.75152 -0.17177 -1.15299 -0.407
C 5.12405 0.36463 -1.32430 0.033
O 2.80220 0.62124 -1.05448 -0.139
H 4.42618 -2.21340 -1.29948 0.108
H 2.71065 -1.94423 -1.68932 0.065
H 3.25818 -1.86607 -0.00905 0.099
H 5.69316 -0.24348 -2.02653 0.112
H 5.63124 0.28133 -0.35579 0.125
H 5.10456 1.40798 -1.62599 0.104
O 1.16690 0.39717 1.12897 -0.645
As 1.05366 -0.08247 2.79210 1.342
C -0.63720 -0.91633 3.10772 -0.325
C -1.76423 -0.40424 2.47040 -0.111
C -3.01387 -0.91705 2.76243 -0.053
C -3.13044 -1.93215 3.70736 -0.032
C -2.00613 -2.42572 4.35616 -0.032
C -0.74974 -1.91772 4.06218 -0.078
C 1.06840 1.51759 3.81258 -0.321
C 1.41779 2.72641 3.21717 -0.096
C 1.46532 3.87229 3.99675 -0.050
C 1.16755 3.80017 5.35085 -0.031
C 0.82272 2.58802 5.93633 -0.035
C 0.77517 1.43475 5.16970 -0.073
C 2.45713 -1.27538 3.21971 -0.319
C 2.37814 -2.61710 2.84341 -0.103
C 3.42192 -3.46472 3.17331 -0.041
C 4.52740 -2.97628 3.86409 -0.028
C 4.59863 -1.64014 4.23522 -0.041
C 3.55913 -0.77947 3.91533 -0.075
H -1.65078 0.40478 1.75199 0.088
H -3.89741 -0.52800 2.27419 0.116
H -4.09911 -2.34304 3.95811 0.124
H -2.12950 -3.20929 5.09121 0.125
H 0.12599 -2.31234 4.56322 0.115
H 1.65581 2.77272 2.16199 0.067
H 1.74665 4.81863 3.55475 0.119
H 1.20804 4.69514 5.95700 0.125
H 0.59407 2.54225 6.99212 0.125
H 0.51416 0.49124 5.63511 0.118
H 1.50516 -2.99570 2.32345 0.076
H 3.37283 -4.51213 2.90765 0.122
H 5.33389 -3.64849 4.12551 0.125
H 5.45760 -1.27188 4.77904 0.124
H 3.60585 0.26073 4.21595 0.112
C -3.47817 -1.50844 -2.21792 -0.053
C -2.60093 -1.75998 -3.43596 -0.142
C -1.19304 -2.31313 -3.09109 -0.303
C -0.35276 -2.48869 -4.38196 -0.140
C 1.00669 -3.12979 -4.15639 -0.045
C -1.35323 -3.67758 -2.42157 -0.390
O -1.88270 -4.59138 -2.97831 0.190
N -0.84929 -3.82994 -1.12301 0.247
C -0.27018 -2.87506 -0.33245 -0.468
O 0.11264 -3.06601 0.78811 0.115
N -0.12453 -1.60870 -0.94207 0.043
C -0.53004 -1.36234 -2.17109 -0.414
O -0.28471 -0.12195 -2.49318 -0.166
H -4.46138 -1.15483 -2.52271 0.094
H -3.05324 -0.74581 -1.55523 0.071
H -3.63266 -2.42083 -1.63873 0.092
H -2.46424 -0.84744 -4.01976 0.125
H -3.05755 -2.49959 -4.09361 0.141
H -0.25696 -1.50898 -4.85405 0.127
H -0.96110 -3.10422 -5.04487 0.141
H 1.59483 -2.58494 -3.41179 0.054
H 1.58392 -3.13336 -5.07908 0.097
H 0.91584 -4.16571 -3.82758 0.096
H -0.94263 -4.75610 -0.71921 0.191
C -2.25932 4.61051 -0.41006 0.026
N -1.93280 3.92647 -1.66016 -0.046
C -0.87889 3.15189 -1.91433 -0.604
Se 0.56785 2.80231 -0.72687 0.896
N -0.93127 2.74578 -3.19065 0.143
C -2.06542 3.26527 -3.79651 -0.153
C -2.57025 3.15434 -5.08869 0.020
C -3.74030 3.83768 -5.34007 -0.026
C -4.38736 4.60099 -4.34937 -0.023
C -3.88783 4.71036 -3.06986 0.028
C -2.70510 4.02114 -2.81559 -0.138
H -1.52636 4.34718 0.34701 0.064
H -3.24969 4.30100 -0.08327 0.116
H -2.24168 5.68604 -0.57423 0.121
H -0.22330 2.17533 -3.62675 0.162
H -2.07124 2.57967 -5.85662 0.127
H -4.17334 3.79520 -6.32991 0.127
H -5.29950 5.12226 -4.60475 0.128
H -4.38560 5.30652 -2.31792 0.129
```

***

(4)
2 unconnected molecules or ions with the total composition C3H7FOSi. Source: the Open Molecules 2025 dataset; level of theory: wB97M-V/def2-TZVPD.

As for the multiplicity: 1. The HOMO energy (spin up / spin down) is -0.3214 / -0.2806 hartree. For the frontier orbital gap (spin up / spin down), the calculation gives 0.327 / 0.243 Eh. As for the LUMO energy (spin up / spin down): 0.2 / -1.0 eV.

Geometry as XYZ:
```
13
Properties=species:S:1:pos:R:3:nbo_charge:R:1
C -1.70660 1.02643 -0.50159 0.290
C 0.38334 -0.28432 1.07031 0.147
C 1.10478 0.96013 1.07020 -0.760
O -1.10090 2.06011 -0.33293 -0.490
F -0.37022 -0.48765 2.20885 -0.367
Si -0.22547 -1.37186 -0.33662 0.745
H -2.65205 0.98108 -1.12810 0.153
H 1.52528 1.18226 2.06638 0.246
H 1.95005 0.76565 0.24902 0.236
H 0.41092 1.78761 0.59544 0.289
H -1.49808 -1.93722 -0.25429 -0.153
H 0.40196 -1.18245 -1.64229 -0.137
H 0.78581 -2.46347 -0.08703 -0.199
```

***

Energy above the lowest of the compared OMol25 structures with the same formula, charge and spin, record by record: 64.5; 0.0; 0.0; 174.2 kcal per mole